Entry 1:
148
Properties=species:S:1:pos:R:3:forces:R:3 method="wB97M-V/def2-TZVPD" e_above_lowest_ev=7.3304 orbital_gap_ev=6.7 max_force_ev_per_a=6.098 charge=+1 e_lumo_ev=-3.6 spin_multiplicity=1
I 6.0451 5.9796 1.5732 -0.4 -0.6 -0.7
S 6.8377 -5.8642 -0.0169 -0.8 0.2 -1.2
S 1.0470 1.7074 -2.4795 -0.7 -0.4 0.7
S -5.6768 -4.4104 0.3022 -0.2 0.4 0.1
F 6.4180 4.5903 -6.4188 -0.1 0.1 0.0
F 1.2513 9.9742 -3.8588 0.2 0.0 0.0
F 1.8769 2.8005 3.3158 0.4 2.5 -0.6
F -5.8584 -8.1467 -2.1912 -0.1 0.2 -0.1
F 1.9624 -1.8946 -6.6108 -0.1 0.1 0.0
F -3.7220 0.6443 5.8667 0.1 0.1 -0.1
F -2.5308 -6.3823 -4.7471 -0.1 -0.1 -0.1
F -0.0988 2.6409 -0.2613 1.8 0.3 -0.3
F -9.1502 5.2248 7.4433 0.0 0.1 -0.1
O -4.7874 -10.9625 -0.5504 -0.4 -0.2 -0.6
O 3.0401 3.7605 -3.6759 1.4 0.0 -0.8
O -2.6290 -0.1274 -1.4337 2.4 0.6 -0.1
O 0.1300 7.4459 -1.8410 0.3 0.4 0.5
O -5.5314 -1.7176 -1.1076 -0.6 0.2 4.3
O 4.7261 5.8470 -1.0780 1.0 -2.8 4.3
O -6.3173 -1.4744 6.5794 0.1 0.0 -0.8
O -5.6696 2.9868 5.8666 -0.9 0.5 0.5
O -1.9907 1.6085 -2.7773 1.9 -3.8 2.5
O -5.8020 -10.3773 -2.4789 -0.1 -0.1 0.6
O -5.0601 -0.8308 4.8211 -0.7 -0.3 0.4
O -2.8989 -7.2001 -0.4116 0.1 0.6 -0.8
O -5.1689 -12.5234 -2.1412 0.0 1.0 0.3
O -7.3112 4.4441 6.4138 0.0 -0.8 -0.3
O 4.3609 -6.3646 -1.4214 2.3 1.7 -3.5
O -2.7951 -7.2001 -2.6705 -0.4 0.4 0.4
O 2.3747 -1.0176 -4.5831 0.6 0.5 0.1
O 3.5733 -0.3908 -2.7701 0.1 -0.7 -1.2
O 1.0142 9.5122 -1.6726 0.0 -0.9 0.2
O -6.5315 -2.5327 4.5905 0.5 0.6 0.5
O 4.6125 -0.8000 -4.7377 -0.7 0.2 0.5
O -7.5766 2.2455 6.8334 0.5 0.5 -0.4
O -5.2466 -0.4057 0.7594 -0.1 -2.5 -0.2
O 0.2658 8.4509 0.1798 0.2 -0.3 -0.8
O 4.4650 4.3447 -5.3342 -0.2 0.1 1.0
O 5.2558 3.9779 -3.2588 -0.8 0.0 -0.5
O -3.0961 -5.2611 -1.5595 0.1 -0.8 -0.1
N 6.1533 -5.5173 -2.7783 -3.6 -2.0 4.5
N 3.1691 3.3290 0.6898 -1.3 2.0 -0.4
N 5.0424 -5.6812 -3.5758 -3.8 -1.6 3.0
N 1.8101 4.8745 2.0217 0.8 -1.1 -0.7
N 1.7846 5.2103 -0.3319 -1.0 -2.7 2.9
C 4.1535 -1.3321 -5.9746 0.8 -0.2 -0.7
C 2.2683 4.4797 0.8213 -0.9 1.4 -1.0
C 2.7027 -0.9695 -5.9584 -0.6 -0.5 -0.4
C 0.4514 8.4712 -1.0034 -0.3 0.2 1.2
C 5.7681 4.8935 -5.2732 0.4 0.0 -0.9
C 3.6372 4.4766 3.8365 -0.4 -0.8 0.7
C 4.9302 5.1130 -0.0708 -1.6 2.0 -4.6
C 4.1135 -1.8443 2.2646 0.6 -0.5 0.1
C -2.9249 -6.6081 -1.4511 0.1 -0.4 1.3
C 6.3788 4.1875 -4.1060 1.0 -0.1 0.5
C 1.3615 4.2445 -1.4047 1.2 -0.9 -2.3
C -5.6972 -1.6186 0.1302 0.2 0.4 -3.5
C -6.4181 -2.8035 0.9284 0.0 1.0 -0.6
C -1.6108 0.6247 -2.0865 -2.1 3.6 -1.9
C -0.0354 0.2777 -1.9232 -1.3 -0.3 0.7
C -2.9343 -4.9403 -2.9346 -0.1 1.0 -0.1
C 3.9639 -6.1710 -2.7824 3.5 1.1 -0.7
C 5.3457 -4.1629 1.6310 1.1 0.9 0.5
C 3.5253 -0.7094 -3.9243 0.4 0.1 1.1
C -5.4025 -0.4944 7.0517 -0.1 0.1 1.0
C -5.2434 -11.3936 -1.7598 0.4 -1.6 -0.3
C 2.3122 2.2258 0.1139 -0.9 -2.3 0.4
C -8.6857 4.2216 6.6639 -0.3 0.7 0.3
C 6.6765 -4.1262 0.7068 -1.6 -0.5 -0.1
C -3.3461 -0.0046 2.2987 -0.8 0.0 -0.5
C 1.3815 8.9941 -2.9365 0.0 0.7 -0.5
C 4.1674 0.4120 0.7765 -0.6 -0.2 -0.3
C 2.1500 4.2267 3.3155 0.5 -0.4 2.2
C -4.9999 0.1994 5.7905 0.5 0.2 -0.2
C 5.7225 -5.9231 -1.4824 0.9 1.2 -2.2
C -3.2451 -6.2405 -3.6052 0.3 -0.3 -0.7
C -8.6914 2.9209 7.4021 -0.7 -0.7 0.5
C -6.0187 -9.3347 -1.5515 0.0 0.2 -0.4
C -3.7818 -0.4071 0.7931 1.1 0.2 0.1
C 3.1950 0.9585 -0.4160 0.2 0.2 1.2
C -6.7521 3.2071 6.3308 1.2 0.0 -0.3
C 1.2067 2.7314 -0.9327 -0.9 0.3 0.1
C 0.3804 7.9062 -3.1633 -0.3 -0.7 -0.8
C -6.0151 -1.6917 5.2685 -0.6 -1.1 -0.6
C 4.1546 4.0040 -4.0560 -0.8 -0.3 0.2
C 5.3481 -2.8409 2.5655 -0.7 0.1 -0.1
C 4.3660 3.6164 -0.1587 1.5 -0.2 -0.8
C 4.2419 -1.1962 0.7970 0.0 -0.4 0.2
C -3.1704 0.6144 -0.2970 -0.6 0.2 0.7
C -4.9403 -9.5490 -0.5384 0.4 0.4 0.8
H 3.6520 4.1170 4.9348 -0.1 0.6 -1.7
H 5.2435 -1.5355 0.3553 -1.4 0.6 0.5
H 2.4795 0.0779 -0.6186 1.0 1.8 0.0
H -9.6127 2.3579 7.2478 0.2 -0.1 -0.1
H 4.4207 -4.2359 0.9697 1.2 0.1 0.8
H -8.5313 3.0452 8.4766 0.0 0.2 -0.1
H 0.9118 5.7252 -0.0867 1.2 0.1 0.1
H 2.1845 4.2731 -2.2282 -1.7 -0.2 1.7
H 0.1628 -0.6242 -2.5955 0.0 1.3 1.0
H 2.4199 8.6511 -2.9048 0.0 0.2 -0.1
H 0.3947 4.5730 -1.9265 1.3 -0.4 1.2
H 3.7807 1.2136 -1.3635 -1.1 -0.5 1.5
H 3.8829 5.5906 3.8417 -0.3 -1.6 -0.2
H -6.2616 -2.7437 2.0664 -0.3 -0.2 -1.8
H -3.9961 -9.0797 -0.8224 -0.2 0.0 -0.1
H 3.7315 0.7771 1.7829 0.9 -0.5 -1.5
H 6.3270 -2.2542 2.4064 -1.4 -0.9 0.3
H -3.6161 -4.1430 -3.2345 0.0 -0.1 0.3
H 4.6851 -0.8858 -6.8160 0.1 0.1 0.2
H 1.7273 1.7976 1.0156 0.8 0.8 -1.4
H -5.6584 1.0158 5.4987 0.3 -0.2 0.0
H -4.2871 0.4710 2.7661 1.7 -0.8 -0.6
H 7.1410 4.7879 -3.6076 -0.2 0.0 0.1
H -7.5348 -2.7726 0.6477 1.8 0.1 0.6
H 4.1729 3.3943 -1.2732 0.2 0.8 1.7
H -9.2333 4.2044 5.7172 0.0 0.2 0.1
H 6.8141 3.2218 -4.3776 -0.1 0.1 -0.2
H 0.1671 0.0134 -0.8230 -0.3 0.2 -1.7
H -3.0661 -0.9460 2.8882 -0.4 1.5 -0.8
H 5.2371 2.9177 0.1350 -1.5 1.0 -0.1
H 4.4152 3.8365 3.2919 -1.3 1.2 0.5
H -7.0340 -9.4047 -1.1505 0.0 0.2 -0.2
H 0.7712 7.1045 -3.7916 -0.1 -0.1 0.2
H 3.4254 -1.6896 0.1462 1.2 1.1 0.8
H 5.3019 -3.1908 3.6543 0.1 0.7 -1.5
H 3.1468 -2.4465 2.3062 1.2 0.8 0.1
H -0.5512 8.2735 -3.6021 0.2 0.2 0.0
H 2.4828 0.0264 -6.3540 -0.1 -0.1 0.0
H 6.5635 -3.3927 -0.1674 0.3 -1.0 1.4
H 5.7044 5.9795 -5.1600 0.0 -0.1 -0.2
H 5.3635 -5.0757 2.3292 0.1 1.3 -1.3
H -5.2237 -9.1936 0.4533 0.1 -0.2 0.0
H 7.6291 -3.9282 1.3167 -1.4 -0.4 -1.0
H -4.5630 -0.9903 7.5475 0.1 0.1 -0.2
H 1.1533 5.6769 2.0642 0.5 -0.9 -0.1
H 1.4377 4.6545 4.1155 0.9 -0.6 -1.6
H 4.3182 -2.4131 -5.9883 -0.2 0.0 0.0
H -4.3077 -6.3984 -3.8111 0.1 -0.1 -0.1
H 2.8951 -6.4163 -3.1038 2.0 0.4 0.6
H -5.8811 0.1799 7.7630 -0.1 -0.2 -0.1
H 5.2289 0.8038 0.6332 -1.4 -0.4 0.4
H -5.6986 -4.2987 -1.0796 -0.3 0.5 1.2
H -2.4995 0.7655 2.3067 -1.1 -1.2 0.0
H -3.4539 -1.4747 0.5291 -0.1 1.7 0.4
H -2.3121 1.1937 0.1803 -1.2 -0.6 -0.6
H 4.0859 -1.0688 3.1102 0.0 -0.9 -1.4
H -3.9865 1.3301 -0.6777 1.2 -1.1 0.7
H -1.9071 -4.6092 -3.1116 0.0 -0.2 -0.1

***

Entry 2:
55
Properties=species:S:1:pos:R:3:forces:R:3 method="wB97M-V/def2-TZVPD" orbital_gap_ev="9.5 / 4.1" max_force_ev_per_a=3.832 charge=+3 e_lumo_ev="-8.3 / -13.7" spin_multiplicity=5 s2=6.047
Pd -1.0341 -0.2637 0.0921 -0.3 0.0 0.6
Cl -3.1498 -0.7340 -0.6922 0.4 0.1 0.3
Cl 2.5121 2.0522 -2.7575 -0.9 0.4 -1.5
P -0.8187 2.1193 0.5524 -1.2 3.4 1.3
P -0.0067 -2.0747 -0.9249 1.7 -2.5 -1.6
O -0.4468 -0.9696 2.3485 -1.4 0.1 -0.3
O 2.8677 2.2294 -0.2548 0.5 -0.7 -1.4
N -0.2846 -2.1989 4.2054 -0.1 0.7 0.1
N -2.4172 -1.8487 3.2456 -0.1 -0.2 0.1
C 0.2973 -3.5122 0.1587 -0.4 0.5 0.6
C -3.3699 -0.9239 2.6634 -0.1 0.4 -0.5
C -1.0707 2.1720 2.3670 0.3 -1.0 0.0
C 1.1416 -1.9923 4.0189 0.8 -0.6 0.2
C -0.7646 -2.4864 5.5484 -0.5 -0.2 0.5
C -0.9549 -2.7534 -2.3294 -0.5 0.7 0.3
C 1.6538 -1.7709 -1.6091 0.0 1.0 0.3
C 0.0179 3.7665 0.3815 1.1 -0.6 -1.0
C -1.0589 -1.6303 3.2268 0.8 0.3 -1.0
C 3.3361 1.8147 -1.3040 0.3 0.2 2.8
C -2.4504 2.5724 -0.1309 0.0 -1.1 -0.7
C -2.9828 -3.1321 3.6303 -0.1 -0.5 0.5
C 4.5896 0.9953 -1.4230 0.0 0.1 0.6
H -0.6283 -3.7711 0.6812 0.1 -0.2 -0.1
H -4.0674 -1.4727 2.0145 0.2 0.1 0.3
H -3.6538 -3.0123 4.4961 0.1 0.0 -0.3
H -3.1740 1.7953 0.1362 -0.1 0.4 0.0
H 1.0596 -3.2560 0.9005 -0.1 -0.1 -0.1
H 4.3802 0.1390 -2.0586 0.2 0.0 -0.2
H -0.0664 -2.0603 6.2770 -0.1 -0.1 -0.2
H 5.4345 1.5670 -1.8397 -0.4 -0.1 0.0
H 0.6411 -4.3733 -0.4253 -0.1 0.2 -0.1
H 2.0373 -2.6642 -2.1143 -0.2 0.0 0.1
H -0.6024 4.5421 0.8627 -0.1 -0.7 0.0
H -0.4972 -3.6535 -2.7502 0.2 0.1 0.3
H 1.4678 -2.4965 3.0944 -0.2 0.3 0.3
H 2.3310 -1.4944 -0.7872 -0.1 -0.1 -0.3
H -1.9643 1.5982 2.6408 0.3 0.3 0.1
H 1.0223 3.7415 0.8123 -0.1 0.0 -0.1
H -3.5848 -3.5236 2.7933 0.2 0.2 0.2
H 1.3914 -0.9203 3.9253 -0.2 -0.3 0.1
H -3.9497 -0.4157 3.4579 0.3 -0.3 -0.2
H 0.1058 4.0152 -0.6835 0.1 -0.1 0.2
H 1.6746 -2.4261 4.8730 -0.2 0.1 -0.2
H -1.7519 -2.0440 5.7118 0.3 -0.1 0.0
H -1.9699 -2.9611 -1.9857 0.1 -0.1 -0.2
H 4.8403 0.6584 -0.4102 0.1 0.1 -0.3
H -2.7514 3.5659 0.2082 0.2 -0.1 0.1
H -2.3479 2.5612 -1.2234 -0.2 0.2 0.1
H -2.2005 -3.8528 3.8685 -0.2 0.1 -0.1
H 1.6080 -0.9345 -2.3217 0.1 -0.3 0.1
H -1.0155 -1.9837 -3.1026 0.0 -0.1 0.0
H -0.1854 1.7215 2.8349 -0.3 0.2 0.1
H -2.8561 -0.1872 2.0415 -0.1 -0.1 0.4
H -1.1687 3.2221 2.6745 0.0 -0.3 -0.2
H -0.8257 -3.5682 5.7140 0.2 0.1 0.0

***

Entry 3:
62
Properties=species:S:1:pos:R:3:forces:R:3 method="wB97M-V/def2-TZVPD" e_above_lowest_ev=1.0122 orbital_gap_ev=9.1 max_force_ev_per_a=0.525 e_lumo_ev=0.8 smiles="COC(=O)[C@@H](NC(=O)c1ccc(OC2CCN(Cc3ccccn3)CC2)cc1)C(C)C" spin_multiplicity=1
O 5.5967 -1.5457 1.3419 0.1 0.0 0.0
O -0.9750 3.1205 1.2205 0.3 -0.1 0.0
O 5.4169 -3.7723 1.1649 -0.2 -0.3 -0.2
O 1.4196 -2.5582 -0.3590 -0.2 -0.2 -0.1
N -4.2144 0.9747 -1.8673 -0.2 0.4 -0.2
N -5.1832 3.1774 0.3399 -0.1 -0.1 -0.1
N 3.3179 -1.3500 -0.2060 0.3 0.1 0.1
C 0.9701 1.8717 1.2990 -0.2 0.2 0.0
C 6.2957 -3.9323 2.2722 0.3 0.2 0.3
C -0.0986 -0.1697 -0.1975 0.3 -0.1 0.1
C 5.1513 -2.5227 0.7953 -0.3 0.1 -0.1
C -4.8461 -0.2338 0.0810 0.0 0.0 -0.2
C -2.3642 3.3791 1.0520 -0.5 0.0 -0.1
C 6.0095 -3.4537 -1.8835 0.0 0.3 0.0
C -3.4552 -0.0452 -2.2290 0.2 -0.3 -0.1
C 4.0728 -2.2217 -2.8951 0.1 0.1 0.2
C -5.7824 2.0776 -0.3899 -0.1 0.1 0.1
C 1.2196 -0.2667 0.2319 -0.3 0.1 0.1
C -4.7234 2.9042 1.6811 0.1 0.0 0.1
C 1.9718 -1.4993 -0.1206 0.1 0.1 -0.1
C -3.3387 -1.2116 -1.4886 -0.1 0.0 0.1
C 4.2137 -2.4633 -0.4030 0.1 0.0 -0.1
C -4.0478 -1.2992 -0.3006 0.0 0.0 0.0
C -0.8777 0.9320 0.0941 -0.3 0.2 0.0
C -4.2830 4.0451 -0.3846 0.2 0.0 -0.1
C 5.0274 -2.2997 -1.7073 -0.2 -0.2 0.0
C -3.2796 2.3833 1.7664 0.1 0.2 0.0
C 1.7446 0.7754 0.9957 -0.1 -0.1 -0.1
C -2.8188 3.5789 -0.3952 0.1 0.1 0.2
C -4.9066 0.8925 -0.7369 -0.2 -0.2 0.2
C -0.3537 1.9758 0.8515 0.3 -0.1 0.1
H 3.5048 -3.1447 -2.9813 -0.1 -0.1 0.0
H -2.1940 4.3350 -0.8734 0.0 0.0 0.0
H 1.3644 2.6790 1.8963 0.0 0.1 0.1
H -2.9161 0.0859 -3.1587 0.1 -0.1 -0.1
H -4.7841 3.8464 2.2405 0.0 -0.1 0.1
H 3.3713 -1.4005 -2.7733 -0.1 0.0 -0.1
H 7.2507 -3.4418 2.0726 -0.1 -0.1 0.0
H 3.7531 -0.4795 0.0570 -0.1 0.0 0.0
H -6.1681 2.4913 -1.3251 0.0 -0.1 0.0
H -2.7427 2.6620 -0.9753 0.1 0.1 0.0
H 3.6081 -3.3734 -0.4505 0.1 0.1 0.0
H 6.4330 -5.0026 2.3993 0.0 0.1 0.0
H 6.7656 -3.4527 -1.1024 0.1 -0.1 0.1
H -5.4058 2.1914 2.1483 0.0 0.1 0.1
H -4.3347 5.0312 0.0945 0.0 0.0 -0.1
H -2.7144 -2.0227 -1.8282 0.1 -0.1 0.0
H -3.2126 1.3967 1.3104 0.0 0.0 0.1
H 5.4847 -4.4057 -1.8531 0.0 -0.2 0.0
H -2.9790 2.2936 2.8121 0.0 0.0 0.0
H -5.4202 -0.2735 0.9950 -0.1 0.0 0.1
H -3.9826 -2.1847 0.3149 0.0 -0.1 0.0
H 6.5139 -3.3677 -2.8431 0.1 0.0 -0.1
H 5.8560 -3.4924 3.1692 0.0 0.0 -0.1
H 5.5868 -1.3598 -1.6341 0.0 0.0 0.0
H 4.6302 -2.0672 -3.8158 0.0 0.0 -0.1
H -6.6284 1.7224 0.2081 0.0 0.0 -0.1
H -2.4657 4.3484 1.5637 -0.1 -0.2 -0.1
H -4.6430 4.1414 -1.4094 0.0 0.1 0.0
H 2.7493 0.7243 1.3905 0.1 0.0 0.0
H -0.5101 -0.9820 -0.7770 0.0 -0.1 0.0
H -1.8851 0.9585 -0.2809 -0.1 0.0 0.0